The following is a quantum chemistry calculation of a cluster of 5 separate species, C28H60N3O4 in total in a non-equilibrium geometry, from OMol25.

Last columns: bonded neighbours and bond lengths (Å).
Positions of all 95 atoms, in Å:
1 O 10.83950 1.07471 -3.02917  C31 1.212
2 O 1.92049 -1.85498 -0.91215  C15 1.190
3 O 1.29546 0.09345 -0.20626  C15 1.248
4 O 10.01970 3.02578 -2.53121  C31 1.283
5 N -0.59682 1.18970 -5.34239  C22 1.549, C28 1.558, C30 1.602, C34 1.537
6 N 1.16256 2.74666 4.73680  C9 1.521, C10 1.568, C17 1.605, C19 1.570
7 N -3.54459 -4.22601 1.47279  C21 1.502, C23 1.534, C24 1.511, C29 1.558
8 C -2.15766 -6.27231 0.51465  C24 1.557, C32 1.501, H72 1.090, H79 1.090
9 C 1.24342 3.64237 5.96290  N6 1.521, C25 1.577, H38 1.090, H78 1.090
10 C 2.37544 3.20662 3.85558  N6 1.568, C33 1.500, H45 1.090, H88 1.090
11 C -3.36109 2.22147 -8.05597  C26 1.501, H75 1.090, H84 1.090, H89 1.090
12 C -3.57873 -1.85087 1.03919  C21 1.544, C35 1.472, H64 1.090, H70 1.090
13 C 0.44763 -0.57816 6.93148  C16 1.609, H67 1.090, H82 1.090, H94 1.090
14 C 1.27837 2.78716 -5.25430  C18 1.525, C34 1.512, H55 1.090, H85 1.090
15 C 2.14956 -0.73360 -0.58736  O2 1.190, O3 1.248, C20 1.516
16 C 0.04300 0.64021 5.96184  C13 1.609, C17 1.566, H40 1.090, H73 1.090
17 C 1.26784 1.20369 5.16438  N6 1.605, C16 1.566, H71 1.090, H95 1.090
18 C 0.38805 3.00048 -4.03467  C14 1.525, C22 1.496, H50 1.090, H57 1.090
19 C -0.20029 2.94757 3.98291  N6 1.570, H47 1.090, H51 1.090, H68 1.090
20 C 3.55718 -0.17150 -0.55615  C15 1.516, H36 1.090, H53 1.090, H56 1.090
21 C -2.94695 -3.18077 0.57552  N7 1.502, C12 1.544, H44 1.090, H61 1.090
22 C -0.90375 2.29544 -4.30218  N5 1.549, C18 1.496, H46 1.090, H62 1.090
23 C -5.00362 -3.76403 1.58348  N7 1.534, C35 1.491, H54 1.090, H77 1.090
24 C -3.51068 -5.65034 0.96877  N7 1.511, C8 1.557, H74 1.090, H86 1.090
25 C 1.82537 4.96383 5.33010  C9 1.577, C33 1.504, H66 1.090, H80 1.090
26 C -2.86582 1.85972 -6.68591  C11 1.501, C30 1.601, H76 1.090, H81 1.090
27 C 8.81602 1.12219 -1.75229  C31 1.516, H42 1.090, H60 1.090, H87 1.090
28 C -1.06737 -0.23180 -4.91322  N5 1.558, H43 1.090, H58 1.090, H93 1.090
29 C -2.91840 -4.16717 2.89855  N7 1.558, H37 1.090, H52 1.090, H92 1.090
30 C -1.29472 1.55829 -6.73625  N5 1.602, C26 1.601, H48 1.090, H59 1.090
31 C 9.98619 1.74364 -2.48862  O1 1.212, O4 1.283, C27 1.516
32 C -2.11921 -7.70747 0.95098  C8 1.501, H39 1.090, H69 1.090, H83 1.090
33 C 2.28050 4.70202 3.92062  C10 1.500, C25 1.504, H41 1.090, H49 1.090
34 C 0.93109 1.32786 -5.44058  N5 1.537, C14 1.512, H63 1.090, H65 1.090
35 C -4.96038 -2.30949 1.25867  C12 1.472, C23 1.491, H90 1.090, H91 1.090
36 H 3.97405 -0.15511 0.45085  C20 1.090
37 H -1.90881 -4.55903 3.02210  C29 1.090
38 H 0.36496 3.73510 6.60150  C9 1.090
39 H -1.14461 -8.04948 0.60273  C32 1.090
40 H -0.62235 0.23393 5.20003  C16 1.090
41 H 3.31124 5.02575 3.77615  C33 1.090
42 H 8.11406 1.88508 -1.41560  C27 1.090
43 H -0.60366 -0.47937 -3.95835  C28 1.090
44 H -3.18266 -3.39739 -0.46641  C21 1.090
45 H 2.27035 2.85696 2.82855  C10 1.090
46 H -1.57884 3.08357 -4.63564  C22 1.090
47 H -0.16189 3.91695 3.48600  C19 1.090
48 H -0.77418 2.43317 -7.12575  C30 1.090
49 H 1.64887 5.17022 3.16567  C33 1.090
50 H 0.91228 2.62431 -3.15617  C18 1.090
51 H -0.99139 2.89465 4.73088  C19 1.090
52 H -3.56130 -4.76923 3.54065  C29 1.090
53 H 4.28442 -0.76533 -1.10985  C20 1.090
54 H -5.54435 -4.34599 0.83714  C23 1.090
55 H 2.34845 2.83723 -5.05302  C14 1.090
56 H 3.51631 0.78409 -1.07892  C20 1.090
57 H 0.03285 4.02942 -3.97793  C18 1.090
58 H -0.61878 -0.96288 -5.58582  C28 1.090
59 H -1.08591 0.67046 -7.33314  C30 1.090
60 H 9.09343 0.62667 -0.82191  C27 1.090
61 H -1.86437 -3.27879 0.49475  C21 1.090
62 H -1.19730 1.78688 -3.38387  C22 1.090
63 H 1.41884 0.88513 -4.57213  C34 1.090
64 H -3.08120 -1.48401 1.93695  C12 1.090
65 H 1.21470 0.96052 -6.42685  C34 1.090
66 H 1.05505 5.73018 5.41613  C25 1.090
67 H 1.26479 -1.21204 6.58719  C13 1.090
68 H -0.12479 2.13301 3.26257  C19 1.090
69 H -2.09310 -7.92935 2.01784  C32 1.090
70 H -3.39748 -1.13103 0.24102  C12 1.090
71 H 1.34000 0.57939 4.27380  C17 1.090
72 H -1.29162 -5.74693 0.91720  C8 1.090
73 H -0.28091 1.50155 6.54603  C16 1.090
74 H -4.10397 -5.64074 0.05444  C24 1.090
75 H -4.38048 2.55731 -7.86583  C11 1.090
76 H -3.08427 2.73614 -6.07577  C26 1.090
77 H -5.32678 -3.94302 2.60896  C23 1.090
78 H 2.03505 3.19199 6.56171  C9 1.090
79 H -2.14719 -6.19122 -0.57228  C8 1.090
80 H 2.55000 5.32764 6.05856  C25 1.090
81 H -3.48423 1.02296 -6.36109  C26 1.090
82 H 0.85892 -0.44675 7.93231  C13 1.090
83 H -2.64019 -8.43943 0.33380  C32 1.090
84 H -3.54049 1.41801 -8.77038  C11 1.090
85 H 1.02046 3.47505 -6.05952  C14 1.090
86 H -4.11191 -6.31801 1.58588  C24 1.090
87 H 8.28752 0.52440 -2.49488  C27 1.090
88 H 3.30363 2.89985 4.33773  C10 1.090
89 H -2.74809 2.92938 -8.61382  C11 1.090
90 H -5.56900 -2.32088 0.35449  C35 1.090
91 H -5.43321 -1.71212 2.03822  C35 1.090
92 H -3.11338 -3.15123 3.24199  C29 1.090
93 H -2.14344 -0.40199 -4.94804  C28 1.090
94 H -0.31227 -1.35807 6.88259  C13 1.090
95 H 2.23109 1.06798 5.65613  C17 1.090

As for the charge: +1. The largest force on an atom is 0.09280 Eh/bohr. The calculation puts the frontier orbital gap at 2.346 eV. The multiplicity is 1.

Löwdin charges in e:
1. O -0.07
2. O -0.04
3. O -0.16
4. O -0.16
5. N -0.20
6. N -0.23
7. N -0.24
8. C -0.21
9. C -0.09
10. C -0.07
11. C -0.12
12. C -0.14
13. C -0.08
14. C -0.14
15. C -0.91
16. C -0.18
17. C -0.10
18. C -0.17
19. C 0.07
20. C -0.05
21. C -0.09
22. C -0.10
23. C -0.09
24. C -0.13
25. C -0.14
26. C -0.22
27. C -0.07
28. C 0.04
29. C 0.06
30. C -0.05
31. C -0.85
32. C -0.11
33. C -0.17
34. C -0.11
35. C -0.18
36. H 0.06
37. H 0.11
38. H 0.13
39. H 0.08
40. H 0.10
41. H 0.13
42. H 0.04
43. H 0.11
44. H 0.14
45. H 0.15
46. H 0.12
47. H 0.10
48. H 0.12
49. H 0.12
50. H 0.13
51. H 0.10
52. H 0.10
53. H 0.06
54. H 0.13
55. H 0.14
56. H 0.06
57. H 0.12
58. H 0.10
59. H 0.13
60. H 0.05
61. H 0.15
62. H 0.13
63. H 0.15
64. H 0.11
65. H 0.14
66. H 0.11
67. H 0.07
68. H 0.11
69. H 0.09
70. H 0.13
71. H 0.13
72. H 0.11
73. H 0.09
74. H 0.12
75. H 0.08
76. H 0.10
77. H 0.13
78. H 0.13
79. H 0.12
80. H 0.12
81. H 0.11
82. H 0.07
83. H 0.09
84. H 0.08
85. H 0.12
86. H 0.14
87. H 0.05
88. H 0.15
89. H 0.09
90. H 0.13
91. H 0.13
92. H 0.10
93. H 0.09
94. H 0.06
95. H 0.12

The following is a quantum chemistry calculation of a cluster of 2 separate species, C5H13NO in total in a non-equilibrium geometry, from OMol25.

Last columns: bonded neighbours and bond lengths (Å).
Positions of all 20 atoms, in Å:
1 O -6.98055 2.17771 1.90702  H11 1.002, H12 1.006
2 N -0.34359 -2.89262 1.19948  C6 1.393, H17 1.074, H20 0.966
3 C 0.29142 -1.47178 -0.77445  C4 1.505, C6 1.426, H9 1.096
4 C 1.22129 -0.38640 -1.24684  C3 1.505, C7 1.577, H13 1.145, H19 1.104
5 C 2.56045 1.92961 -0.97710  C7 1.589, H8 1.051, H14 1.111, H16 1.096
6 C 0.41968 -1.90743 0.57723  N2 1.393, C3 1.426, H10 1.110
7 C 1.74719 0.75070 -0.28988  C4 1.577, C5 1.589, H15 1.144, H18 1.176
8 H 1.91565 2.35494 -1.68981  C5 1.051
9 H -0.41656 -2.05169 -1.37798  C3 1.096
10 H 1.30708 -1.50951 1.11161  C6 1.110
11 H -6.25548 2.86407 1.81716  O1 1.002
12 H -6.27115 1.49644 1.69626  O1 1.006
13 H 2.15681 -0.84350 -1.72301  C4 1.145
14 H 3.55743 1.58171 -1.32263  C5 1.111
15 H 2.50987 0.19522 0.35665  C7 1.144
16 H 2.73454 2.77044 -0.29608  C5 1.096
17 H -0.79017 -2.69093 2.15502  N2 1.074
18 H 0.74872 0.92914 0.30467  C7 1.176
19 H 0.71461 0.19169 -2.03867  C4 1.104
20 H -0.82725 -3.48780 0.61135  N2 0.966

As for the energy relative to the best compared isomer or geometry (same formula, charge and spin): 2.7710 eV. The largest force on an atom is 0.10149 Eh/bohr. The calculation puts the frontier orbital gap at 8.736 eV. The multiplicity is 1.

Löwdin charges in e:
1. O -0.11
2. N 0.01
3. C -0.11
4. C -0.29
5. C -0.10
6. C -0.22
7. C -0.27
8. H 0.04
9. H 0.09
10. H 0.10
11. H 0.05
12. H 0.06
13. H 0.12
14. H 0.08
15. H 0.10
16. H 0.06
17. H 0.12
18. H 0.13
19. H 0.10
20. H 0.04

- Which of these has the highest frontier orbital gap?
  C5H13NO

- Which value of largest force on an atom does entry 1 give?
  0.09280 Eh/bohr